Formula: C2H2ClF
Source: the Open Molecules 2025 dataset
Level of theory: ωB97M-V with the def2-TZVPD basis set

Element x y z (Å)
C  -0.764496  -0.108537  -0.029182
C  0.534158  0.021297  0.061800
F  1.067336  1.374032  0.029112
Cl  1.861205  -1.024722  -0.043408
H  -1.343118  -0.950142  0.156074
H  -1.355086  0.688072  -0.174394

Cartesian forces, eV/Å:
1.8596 -1.5161 0.7056
1.3879 3.1108 -0.7032
-1.1384 -2.4906 -0.0465
-0.3245 -0.3782 0.3981
-0.2077 -1.9914 -0.0653
-1.5768 3.2656 -0.2887

## Properties
- E_tot: -637.4135 Eh
- HOMO level: -0.374 Eh
- Strongest force on any atom: 0.071 hartree/bohr
- Spin multiplicity: 1
- SMILES string: C=C(F)Cl
- Energy above the lowest of the compared OMol25 structures with the same formula, charge and spin: 0.605 eV

Löwdin atomic charges, in units of e: 0.030 -0.747 -0.104 0.732 0.055 0.035